# 1
ORCA calculation (ωB97M-V/def2-TZVPD) on a cluster of 6 separate species, C39H87N3O9 in total in a non-equilibrium geometry.

```
! wB97M-V def2-TZVPD RIJCOSX def2/J DEFGRID3
* xyz 0 1
H -7.0571 17.9143 2.3660
C -6.8464 3.0990 8.7441
H -2.6760 13.0542 6.6372
C -8.8383 7.2836 1.5947
C -5.6078 13.4384 8.6742
C -4.8229 12.3567 7.9260
H -8.9743 6.8856 2.5987
H -9.4007 6.5378 12.0482
C -6.2183 19.1013 3.9548
H -14.5425 7.3505 8.8861
C -5.6617 15.7452 9.2080
C -6.9252 18.9725 2.6063
N -14.7303 8.7710 6.6484
C -9.6583 10.1897 6.0591
C -6.6991 8.3953 2.1132
H -16.0486 6.4534 8.7091
O -7.0406 18.7852 5.0368
C -8.1163 8.6535 1.5353
C -7.4368 17.4311 5.0420
N -8.0097 9.1854 0.1893
C -8.0817 4.9498 7.5132
C -8.2318 20.9032 2.8605
C -7.2024 11.4485 -0.2614
H -9.6939 4.9269 12.2760
H -5.3592 18.4299 3.8085
C -8.5682 5.3252 10.3459
H -6.3616 12.0197 -0.6563
H -7.9780 7.2756 9.9982
H -9.3968 10.3605 -0.1594
H -9.4637 7.0110 9.1774
H -16.6247 7.6311 4.2391
O -8.2469 19.5191 2.6146
H -13.2087 10.9089 5.7366
H -7.2697 4.7927 6.7932
H -5.0506 16.6158 8.9755
C -8.0323 13.3919 5.3825
C -16.3029 9.5953 4.9727
H -7.5638 21.4152 2.1596
H -7.2437 5.7786 12.0045
H -7.1228 4.1926 11.4938
H -8.1193 11.6881 -0.8033
H -14.8462 5.4972 7.0578
C -14.2671 10.8553 5.4904
C -7.1991 5.2013 11.0751
O -4.7100 12.5392 6.5398
H -6.9383 8.5951 -2.2118
H -6.6386 2.3480 7.9805
O -8.9490 12.4788 5.9380
H -5.5839 13.1340 9.7274
H -14.7749 11.4481 6.2626
H -6.7264 15.9406 9.0560
H -13.2540 9.5944 7.5689
H -10.3188 2.9201 10.1458
H -6.8342 2.5849 9.7052
H -6.2915 7.4512 1.7391
O -13.4029 8.7542 7.1213
C -5.5392 9.6312 0.2152
C -8.8071 9.6570 2.4511
C -16.8544 7.5902 6.3671
C -15.3803 7.4917 6.8898
C -14.8338 9.4413 5.3657
H -4.9576 10.5331 0.0473
H -12.9872 8.8140 4.5151
C -17.0800 8.2637 5.0083
H -3.9045 14.3665 6.5159
C -7.6053 6.2309 8.2010
H -5.8491 9.9475 -2.3333
H -13.5831 6.3340 6.1662
H -7.7041 6.9913 7.4211
C -9.5821 5.6392 11.4511
H -5.8898 10.4208 2.1551
C -8.2333 3.7225 8.4644
H -16.7428 10.2280 5.7535
H -6.6400 16.7632 4.7018
C -15.5256 7.3678 8.4173
O -5.0549 14.7165 8.4547
H -10.6021 5.7056 11.0592
H -9.7858 9.9831 2.0914
H -3.5150 13.3906 5.0775
O -9.2687 8.8736 5.7742
C -8.5112 6.5278 9.3952
H -6.6295 13.4263 8.2787
H -16.9911 6.5103 6.2350
H -16.1515 8.1931 8.7489
H -4.6698 9.1882 2.1489
N -9.0270 4.1590 9.6082
H -8.6020 14.3101 5.1924
O -9.2964 9.4220 -0.3796
H -5.4624 11.4737 8.0337
H -8.1991 10.5683 2.4375
H -7.1993 13.7560 5.9899
H -17.5631 7.9404 7.1132
H -8.2206 6.5529 1.0637
H -11.1485 8.0360 5.4619
H -7.3510 11.7116 0.7853
H -6.5713 6.1923 8.5372
H -10.1498 3.1418 7.6730
H -15.0494 6.0076 5.2975
H -5.8475 20.1200 4.0544
H -5.5438 15.5536 10.2825
C -6.8075 9.6337 -1.9088
H -7.5426 10.2089 -2.4809
H -8.9959 5.0506 6.9298
H -6.2652 5.5086 10.6092
H -6.6490 8.3383 3.2015
H -9.7727 7.3097 1.0339
C -5.6458 9.4391 1.7294
C -9.1353 2.7401 7.6881
C -3.6006 13.3806 6.1600
C -14.0314 8.7670 4.2061
H -7.7686 11.0626 6.7245
H -10.6340 7.8267 7.1227
H -7.6765 17.2099 6.0846
H -14.3141 7.7665 3.8848
H -7.7494 13.0309 4.3894
H -16.5127 10.0784 4.0190
H -5.2486 8.6648 -0.1997
H -9.2225 21.3085 2.6399
C -14.6624 6.2454 6.2875
H -6.4153 19.4049 1.7391
H -8.0551 21.1849 3.9009
H -14.5523 11.4422 4.6143
H -8.3500 17.1211 4.5231
H -8.9072 9.3413 3.4884
H -8.8202 2.5119 6.6713
H -6.0596 3.8508 8.7102
H -8.0169 11.0137 4.8847
H -18.1505 8.3006 4.8202
H -3.8996 12.0865 8.4482
C -10.2705 7.9055 6.0974
H -10.4241 10.5429 5.3597
H -9.7160 7.0179 5.7994
C -6.9165 9.9434 -0.4286
H -14.1652 9.4092 3.3324
H -9.1676 1.7955 8.2394
O -9.4338 3.1118 10.4748
C -8.4563 11.1283 5.8776
H -9.9418 10.3472 7.1051
*
```

Results
* energy relative to the best compared isomer or geometry (same formula, charge and spin): 13.8 kcal/mol
* maximum force: 2.17 eV/A
* structure (SMILES): CC1(C)CCCC(C)(C)N1O.CC1(C)CCCC(C)(C)N1O.CC1(C)CCCC(C)(C)N1O.COCCOC.COCCOC.COCCOC

# 2
ORCA calculation (ωB97M-V/def2-TZVPD) on a cluster of 2 separate species, C5H7FO in total in a non-equilibrium geometry.

```
! wB97M-V def2-TZVPD RIJCOSX def2/J DEFGRID3
* xyz 0 1
C 1.2500 0.9178 -0.3726
H 1.8681 -0.6564 -1.6035
H 0.3842 2.2455 1.2439
O -1.3038 0.1603 -0.1697
C 0.7178 1.2072 0.9363
F 2.0364 -1.1205 0.4396
C -1.4825 -1.0747 0.4939
H -0.8953 -1.1434 1.4089
H -2.4717 -1.2810 0.7736
H 0.8187 0.5495 1.7058
H 1.1951 1.7671 -1.0498
C 1.7953 -0.2993 -0.6066
C -0.9928 -0.9643 -0.8226
H -1.4219 -1.2173 -1.7664
*
```

Results
* energy relative to the best compared isomer or geometry (same formula, charge and spin): 131.9 kcal/mol
* maximum force: 4.33 eV/A

# 3
ORCA calculation (ωB97M-V/def2-TZVPD) on a structure of composition C27H38CuN6OS2 in a non-equilibrium geometry.

```
! wB97M-V def2-TZVPD RIJCOSX def2/J DEFGRID3
* xyz 2 2
O 0.7020 1.8809 5.3906
H 2.0137 -2.6968 -1.3077
C -0.5654 1.2600 5.2959
H -5.6741 0.8596 -0.6324
H -1.7107 2.8081 4.3712
H 4.1513 0.6699 -3.0106
H -4.3225 4.6788 0.1791
H -2.8438 3.1265 -2.7956
H 5.7381 -0.5386 -1.8204
H 1.3401 2.3380 2.1079
N -1.2466 1.1816 0.6417
C 4.1120 0.4789 1.5157
N 2.3677 -0.2597 -2.4753
C -4.7939 1.4084 -0.9707
S 0.4758 1.5118 -1.9278
C 0.1015 -1.1083 -2.6766
H 3.7959 -1.6924 -2.5631
C -0.9365 1.4937 1.7091
N 0.5239 -2.3330 -2.7138
H -1.3128 3.4653 -2.4784
C 3.5173 0.8031 0.3276
H 0.6371 3.5188 3.2882
C 1.4861 1.7775 4.2124
C -0.1507 -5.7005 0.2489
H -3.5066 0.1775 0.0052
H -0.4194 0.1703 5.1684
C 4.1075 0.4063 -0.8614
H -3.9062 2.3122 0.8073
H 2.9927 1.7572 -2.2201
H 0.1818 -4.2418 -3.4924
H -1.1165 1.4800 6.1950
C 5.2956 -0.2897 -0.8772
H -2.8318 -3.7721 1.1009
H 2.4251 2.2750 4.4135
H 6.8042 -1.2097 0.3358
N -3.6500 0.4655 -0.9456
H 1.7260 0.7401 4.0103
C -4.5768 2.6003 -0.0098
C -0.6368 -4.1207 -1.4900
H -2.3984 5.0737 -1.1923
H -4.9702 1.7220 -2.0072
C 1.9260 -2.6410 -2.3845
H 2.6172 1.3965 0.3412
H 2.8083 -1.6062 -4.0461
H -5.5512 2.7775 0.4305
C -2.5777 4.0347 -0.9507
C -1.2178 -5.2320 1.0063
H 3.7008 0.7720 2.4841
H -1.4923 -5.7264 1.9250
C 0.1481 -5.1374 -0.9846
C -1.3689 1.8107 4.1132
H -1.3097 -3.2228 -3.3931
Cu -1.7880 1.1273 -1.4777
H -4.7226 4.1912 -1.4385
H 5.7220 -0.6084 2.4712
H 0.4380 -6.5539 0.6012
C -0.3794 -3.5273 -2.8845
H 0.9672 -5.5944 -1.5740
N -2.1674 3.1074 -2.0487
N -0.5275 1.8236 2.9041
H -1.9846 3.8090 -0.0647
H 2.1841 -3.6122 -2.8450
C -1.9948 -4.1706 0.5199
C -1.7032 -3.6092 -0.7232
C 5.2887 -0.2950 1.5264
H -3.9014 -0.3725 -1.4381
C -4.0752 3.9271 -0.5947
C 3.4351 0.7464 -2.1706
H -2.2805 -2.7957 -1.1225
C 1.0729 -0.0004 -2.3450
C 2.8098 -1.5590 -2.9417
H -2.2027 1.1464 3.9395
C 0.7960 2.4440 3.0604
S -1.4914 -0.6935 -3.0798
C 5.8962 -0.6338 0.3288
*
```

Results
* energy relative to the best compared isomer or geometry (same formula, charge and spin): 0.0 kcal/mol
* maximum force: 1.56 eV/A
* <S²>: 0.755

# 4
ORCA calculation (ωB97M-V/def2-TZVPD) on the ion C7H11N4O with charge +1 in a non-equilibrium geometry.

```
! wB97M-V def2-TZVPD RIJCOSX def2/J DEFGRID3
* xyz 1 1
H 2.4508 -1.9309 0.2905
H 2.6508 -0.7358 -0.9319
C -1.7022 -0.7568 -0.9897
H 2.4033 0.6556 0.9339
H 1.5359 -2.1490 -1.3431
H -2.5002 -0.9922 -0.2468
C -0.6142 0.5270 1.7310
C -0.0601 1.3759 2.6106
H -1.9916 -1.1127 -2.0067
H -0.5809 1.8469 3.4991
N -0.4568 -1.3488 -0.7978
O -2.3768 1.5054 -0.3747
C 1.8871 -1.3915 -0.5644
N -0.5641 1.1719 -1.7210
H -0.2267 2.1016 -1.6797
N 1.5146 0.7577 1.4155
H -0.1024 0.5281 -2.3062
C 0.5975 -0.7975 -0.2219
C 0.4669 0.1550 0.8983
H -1.6365 0.5043 1.6188
H -0.3884 -2.2195 -1.2917
N 1.2993 1.5169 2.4520
C -1.6054 0.7885 -0.9738
*
```

Results
* energy relative to the best compared isomer or geometry (same formula, charge and spin): 45.5 kcal/mol
* maximum force: 4.07 eV/A
* structure (SMILES): C/C(=[NH+]/CC(N)=O)c1ccn[nH]1

Please write out number 4 again, unchanged.
ORCA calculation (ωB97M-V/def2-TZVPD) on the ion C7H11N4O with charge +1 in a non-equilibrium geometry.

```
! wB97M-V def2-TZVPD RIJCOSX def2/J DEFGRID3
* xyz 1 1
H 2.4508 -1.9309 0.2905
H 2.6508 -0.7358 -0.9319
C -1.7022 -0.7568 -0.9897
H 2.4033 0.6556 0.9339
H 1.5359 -2.1490 -1.3431
H -2.5002 -0.9922 -0.2468
C -0.6142 0.5270 1.7310
C -0.0601 1.3759 2.6106
H -1.9916 -1.1127 -2.0067
H -0.5809 1.8469 3.4991
N -0.4568 -1.3488 -0.7978
O -2.3768 1.5054 -0.3747
C 1.8871 -1.3915 -0.5644
N -0.5641 1.1719 -1.7210
H -0.2267 2.1016 -1.6797
N 1.5146 0.7577 1.4155
H -0.1024 0.5281 -2.3062
C 0.5975 -0.7975 -0.2219
C 0.4669 0.1550 0.8983
H -1.6365 0.5043 1.6188
H -0.3884 -2.2195 -1.2917
N 1.2993 1.5169 2.4520
C -1.6054 0.7885 -0.9738
*
```

Results
* energy relative to the best compared isomer or geometry (same formula, charge and spin): 45.5 kcal/mol
* maximum force: 4.07 eV/A
* structure (SMILES): C/C(=[NH+]/CC(N)=O)c1ccn[nH]1

Look up the energy relative to the best compared isomer or geometry (same formula, charge and spin) of the first one. 13.8 kcal/mol

Copy entry 2 word for word.
ORCA calculation (ωB97M-V/def2-TZVPD) on a cluster of 2 separate species, C5H7FO in total in a non-equilibrium geometry.

```
! wB97M-V def2-TZVPD RIJCOSX def2/J DEFGRID3
* xyz 0 1
C 1.2500 0.9178 -0.3726
H 1.8681 -0.6564 -1.6035
H 0.3842 2.2455 1.2439
O -1.3038 0.1603 -0.1697
C 0.7178 1.2072 0.9363
F 2.0364 -1.1205 0.4396
C -1.4825 -1.0747 0.4939
H -0.8953 -1.1434 1.4089
H -2.4717 -1.2810 0.7736
H 0.8187 0.5495 1.7058
H 1.1951 1.7671 -1.0498
C 1.7953 -0.2993 -0.6066
C -0.9928 -0.9643 -0.8226
H -1.4219 -1.2173 -1.7664
*
```

Results
* energy relative to the best compared isomer or geometry (same formula, charge and spin): 131.9 kcal/mol
* maximum force: 4.33 eV/A